# 1
Entry from OMol25: a structure of composition C23H50GeO3P2Si3V at a distorted geometry (wB97M-V/def2-TZVPD).

**Gap between HOMO and LUMO (spin up / spin down)**: 6.98 / 5.83 eV
**ΔE to the lowest compared entry with this formula, charge and spin**: 77.3 kcal per mole
**HOMO (spin up / spin down)**: -13.61 / -13.88 eV
**E_LUMO (spin up / spin down)**: -6.6 / -8.1 eV
**M**: 644.41 u
**Charge**: +2
**Multiplicity**: 4

Geometry (Å):
V 0.151 0.100 1.185
C -1.559 -3.180 0.907
P -1.546 -1.481 1.572
C -1.813 -1.875 3.340
C -3.113 -0.691 1.065
C -4.246 -1.417 0.715
C -5.412 -0.759 0.352
C -5.454 0.627 0.341
C -4.327 1.362 0.678
C -3.151 0.714 1.038
P -1.615 1.605 1.464
C -1.749 3.304 0.814
C -1.818 1.974 3.249
H -1.648 -3.190 -0.175
H -2.377 -3.741 1.357
H -0.618 -3.652 1.189
H -0.962 -2.459 3.692
H -2.726 -2.461 3.434
H -1.899 -0.983 3.952
H -4.224 -2.500 0.713
H -6.286 -1.332 0.071
H -6.364 1.142 0.064
H -4.368 2.444 0.653
H -1.863 3.326 -0.267
H -0.827 3.822 1.080
H -2.580 3.823 1.290
H -0.950 2.540 3.590
H -1.899 1.066 3.839
H -2.718 2.571 3.390
C 2.806 1.115 4.207
C 2.115 -0.122 3.654
C 2.786 -1.410 4.098
O 0.707 -0.123 3.978
C 1.933 -0.053 2.139
O 1.662 1.087 1.616
O 1.769 -1.096 1.457
H 2.789 1.090 5.297
H 2.309 2.020 3.862
H 3.848 1.139 3.884
H 2.757 -1.481 5.185
H 3.830 -1.424 3.783
H 2.283 -2.274 3.667
H 0.609 -0.124 4.939
C 0.721 3.573 -1.644
Si 0.014 2.039 -2.496
C -1.874 1.835 -2.411
C 0.520 2.006 -4.308
Ge 0.675 0.039 -1.175
Si 0.068 -2.035 -2.410
C 0.827 -3.520 -1.524
C 0.624 -2.019 -4.208
C -1.828 -1.884 -2.407
Si 3.383 0.051 -1.664
C 3.989 -1.566 -0.940
C 3.871 1.643 -0.802
C 3.527 0.141 -3.527
H 0.037 4.421 -1.710
H 1.649 3.870 -2.134
H 0.936 3.382 -0.591
H -2.380 2.803 -2.449
H -2.198 1.311 -1.509
H -2.215 1.259 -3.272
H -0.021 2.799 -4.832
H 0.267 1.063 -4.792
H 1.584 2.192 -4.453
H 1.758 -3.799 -2.020
H 0.173 -4.394 -1.555
H 1.057 -3.295 -0.481
H 1.699 -2.164 -4.318
H 0.346 -1.099 -4.720
H 0.134 -2.845 -4.731
H -2.210 -1.331 -1.546
H -2.311 -2.864 -2.426
H -2.142 -1.353 -3.307
H 3.508 -1.795 0.009
H 5.067 -1.506 -0.764
H 3.808 -2.392 -1.627
H 3.345 1.776 0.140
H 3.662 2.504 -1.436
H 4.943 1.634 -0.586
H 2.989 -0.664 -4.024
H 4.585 0.048 -3.793
H 3.172 1.094 -3.916

---

# 2
Entry from OMol25: a structure of composition C21H28Br4CsN5O6S3 at a distorted geometry (wB97M-V/def2-TZVPD).

**Gap between HOMO and LUMO**: 4.41 eV
**ΔE to the lowest compared entry with this formula, charge and spin**: 53.3 kcal per mole
**HOMO**: -1.10 eV
**E_LUMO**: 3.3 eV
**M**: 995.21 u
**Charge**: -2

Geometry (Å):
Cs -2.380 0.357 0.390
N -0.110 -2.516 -1.291
C -1.028 -2.464 -2.443
C -0.660 -1.374 -3.427
N -0.913 -0.032 -2.918
C -0.706 1.016 -3.891
C -1.078 2.363 -3.301
N -0.179 2.746 -2.209
H -0.437 -3.264 -0.683
H -0.261 -1.701 -0.700
H -2.062 -2.328 -2.120
H -0.964 -3.429 -2.957
H -1.272 -1.507 -4.326
H 0.396 -1.489 -3.743
H -0.301 0.143 -2.131
H -1.339 0.800 -4.760
H 0.339 1.060 -4.254
H -2.104 2.310 -2.923
H -1.077 3.125 -4.090
H -0.694 2.853 -1.336
H 0.283 3.622 -2.403
Br -3.830 -5.724 4.149
C -3.653 -4.516 2.696
C -4.387 -4.678 1.547
Br -5.603 -6.123 1.362
C -4.237 -3.746 0.495
Br -5.201 -3.927 -1.131
C -3.381 -2.633 0.551
O -3.248 -1.790 -0.401
C -2.569 -2.467 1.788
O -1.747 -1.492 1.875
C -2.758 -3.429 2.799
Br -1.667 -3.179 4.333
C 4.334 -1.960 -1.759
C 4.121 -0.520 -2.217
S 2.584 0.207 -1.622
C 3.087 1.618 -0.648
C 3.747 1.309 0.688
S 2.658 0.406 1.816
C 3.483 -1.163 2.091
C 3.425 -2.177 0.945
S 4.929 -2.150 -0.073
H 5.103 -2.426 -2.382
H 3.423 -2.546 -1.903
H 4.097 -0.500 -3.310
H 4.967 0.098 -1.908
H 2.143 2.149 -0.497
H 3.718 2.299 -1.229
H 4.047 2.247 1.161
H 4.654 0.719 0.544
H 2.946 -1.577 2.948
H 4.511 -1.003 2.425
H 2.557 -1.976 0.316
H 3.315 -3.180 1.359
O -3.225 5.377 3.407
C -2.052 5.102 3.936
O -1.654 5.636 4.954
C -1.209 4.084 3.243
C -0.045 3.618 3.808
N 0.463 2.713 2.960
N -0.281 2.549 1.855
C -1.307 3.379 2.010
C -2.388 3.440 0.944
O -3.439 4.049 1.284
O -2.181 2.834 -0.112
H -3.394 4.773 2.591
H 0.417 3.862 4.749
H 1.275 2.125 3.080

---

# 3
Entry from OMol25: the molecule C5H10O (wB97M-V/def2-TZVPD).

**Gap between HOMO and LUMO**: 10.56 eV
**ΔE to the lowest compared entry with this formula, charge and spin**: 4.9 kcal per mole
**HOMO**: -9.53 eV
**E_LUMO**: 1.0 eV
**M**: 86.13 u

Geometry (Å):
C -0.483 -0.735 2.156
C 0.557 -0.222 1.169
C -0.044 0.706 0.093
C -0.338 -0.066 -1.173
C 0.232 0.476 -2.456
O -0.976 -1.098 -1.132
H -1.306 -1.205 1.609
H -0.054 -1.474 2.843
H -0.886 0.093 2.751
H 1.369 0.287 1.700
H 1.020 -1.080 0.666
H 0.589 1.579 -0.096
H -1.040 1.096 0.354
H 1.241 0.059 -2.527
H -0.354 0.142 -3.311
H 0.325 1.565 -2.446

---

Repeat the first record exactly.
Entry from OMol25: a structure of composition C23H50GeO3P2Si3V at a distorted geometry (wB97M-V/def2-TZVPD).

**Gap between HOMO and LUMO (spin up / spin down)**: 6.98 / 5.83 eV
**ΔE to the lowest compared entry with this formula, charge and spin**: 77.3 kcal per mole
**HOMO (spin up / spin down)**: -13.61 / -13.88 eV
**E_LUMO (spin up / spin down)**: -6.6 / -8.1 eV
**M**: 644.41 u
**Charge**: +2
**Multiplicity**: 4

Geometry (Å):
V 0.151 0.100 1.185
C -1.559 -3.180 0.907
P -1.546 -1.481 1.572
C -1.813 -1.875 3.340
C -3.113 -0.691 1.065
C -4.246 -1.417 0.715
C -5.412 -0.759 0.352
C -5.454 0.627 0.341
C -4.327 1.362 0.678
C -3.151 0.714 1.038
P -1.615 1.605 1.464
C -1.749 3.304 0.814
C -1.818 1.974 3.249
H -1.648 -3.190 -0.175
H -2.377 -3.741 1.357
H -0.618 -3.652 1.189
H -0.962 -2.459 3.692
H -2.726 -2.461 3.434
H -1.899 -0.983 3.952
H -4.224 -2.500 0.713
H -6.286 -1.332 0.071
H -6.364 1.142 0.064
H -4.368 2.444 0.653
H -1.863 3.326 -0.267
H -0.827 3.822 1.080
H -2.580 3.823 1.290
H -0.950 2.540 3.590
H -1.899 1.066 3.839
H -2.718 2.571 3.390
C 2.806 1.115 4.207
C 2.115 -0.122 3.654
C 2.786 -1.410 4.098
O 0.707 -0.123 3.978
C 1.933 -0.053 2.139
O 1.662 1.087 1.616
O 1.769 -1.096 1.457
H 2.789 1.090 5.297
H 2.309 2.020 3.862
H 3.848 1.139 3.884
H 2.757 -1.481 5.185
H 3.830 -1.424 3.783
H 2.283 -2.274 3.667
H 0.609 -0.124 4.939
C 0.721 3.573 -1.644
Si 0.014 2.039 -2.496
C -1.874 1.835 -2.411
C 0.520 2.006 -4.308
Ge 0.675 0.039 -1.175
Si 0.068 -2.035 -2.410
C 0.827 -3.520 -1.524
C 0.624 -2.019 -4.208
C -1.828 -1.884 -2.407
Si 3.383 0.051 -1.664
C 3.989 -1.566 -0.940
C 3.871 1.643 -0.802
C 3.527 0.141 -3.527
H 0.037 4.421 -1.710
H 1.649 3.870 -2.134
H 0.936 3.382 -0.591
H -2.380 2.803 -2.449
H -2.198 1.311 -1.509
H -2.215 1.259 -3.272
H -0.021 2.799 -4.832
H 0.267 1.063 -4.792
H 1.584 2.192 -4.453
H 1.758 -3.799 -2.020
H 0.173 -4.394 -1.555
H 1.057 -3.295 -0.481
H 1.699 -2.164 -4.318
H 0.346 -1.099 -4.720
H 0.134 -2.845 -4.731
H -2.210 -1.331 -1.546
H -2.311 -2.864 -2.426
H -2.142 -1.353 -3.307
H 3.508 -1.795 0.009
H 5.067 -1.506 -0.764
H 3.808 -2.392 -1.627
H 3.345 1.776 0.140
H 3.662 2.504 -1.436
H 4.943 1.634 -0.586
H 2.989 -0.664 -4.024
H 4.585 0.048 -3.793
H 3.172 1.094 -3.916